(1)
An isolated ion of composition C3H7N2O and charge +1 at a distorted geometry. Source: the Open Molecules 2025 dataset; level of theory: wB97M-V/def2-TZVPD.

Positions of all 13 atoms, in Å:
1 C -1.987141 1.046476 -0.657264
2 C 0.579231 -0.480714 0.156146
3 C 1.975382 -0.859481 0.349397
4 N -0.639182 1.512957 -0.552284
5 N -2.305864 0.020785 -0.040020
6 O 0.429304 0.730465 -0.258226
7 H -2.565082 1.865551 -1.035327
8 H -0.096192 -1.377104 0.059203
9 H 2.410940 -0.686743 -0.678012
10 H 2.304745 -1.914658 0.756312
11 H 2.634395 -0.217827 0.983850
12 H -0.295303 2.269909 -1.085532
13 H -3.380738 -0.275766 0.015432

Forces on atoms 1 to 2 (eV/Å):
1.1927 0.9393 1.2043
-0.1236 -0.7245 -1.2534

HOMO-LUMO gap   8.9888 eV
M   87.1 u
Net charge   +1
Relative energy (zero: lowest compared OMol25 entry of this formula, charge and spin)   122.73 kcal/mol
E   -302.84444 hartree
F_max   3.700 eV/A

---

(2)
An isolated ion of composition C3H7N2O and charge +1 at a distorted geometry. Source: the Open Molecules 2025 dataset; level of theory: wB97M-V/def2-TZVPD.

Positions of all 13 atoms, in Å:
1 C 0.526120 1.070993 0.456790
2 C -0.516351 1.259974 -0.623788
3 C -0.798272 0.242290 0.386160
4 N 1.723018 0.418397 0.200785
5 N -1.297871 -1.120326 0.187512
6 O -1.661234 1.337772 0.212853
7 H 0.531396 1.774736 1.284372
8 H -0.552818 1.300609 -1.690196
9 H 2.525619 0.801356 0.676392
10 H 1.925370 0.214388 -0.767280
11 H -2.100530 -1.099782 -0.466102
12 H -1.630462 -1.506093 1.085843
13 H -0.558342 -1.734927 -0.182772

Forces on atoms 1 to 2 (eV/Å):
0.6526 0.2779 -2.3810
2.0676 2.9017 -1.3471

HOMO-LUMO gap (alpha / beta)   5.4852 / 6.7433 eV
Spin multiplicity   3
M   87.1 u
Net charge   +1
Relative energy (zero: lowest compared OMol25 entry of this formula, charge and spin)   89.73 kcal/mol
E   -302.68401 hartree
F_max   7.232 eV/A

---

(3)
A 2-piece molecular cluster, C3H7N2O overall at a distorted geometry. Source: the Open Molecules 2025 dataset; level of theory: wB97M-V/def2-TZVPD.

Positions of all 13 atoms, in Å:
1 C 0.121833 -0.083794 -0.257798
2 C 0.860107 -1.289172 0.139002
3 N -0.196611 -2.197189 0.105842
4 C -1.443795 -1.688097 -0.240009
5 N -1.197582 -0.300341 -0.549336
6 H 0.665799 0.870406 -0.484921
7 H 1.971427 -1.346376 0.170873
8 H -0.220305 -3.144556 0.508482
9 H -2.438467 -1.942933 -0.131220
10 H -1.937037 0.288291 -0.862285
11 H 1.749526 3.723919 1.136419
12 H 0.800973 3.870949 -0.027014
13 O 1.264135 3.238889 0.491969

Forces on atoms 1 to 2 (eV/Å):
0.2254 2.1669 -1.7114
-3.9377 0.3466 -1.4407

HOMO-LUMO gap (alpha / beta)   7.1379 / 3.5559 eV
Spin multiplicity   2
M   87.1 u
Net charge   +2
Relative energy (zero: lowest compared OMol25 entry of this formula, charge and spin)   34.81 kcal/mol
E   -302.45715 hartree
F_max   7.093 eV/A

---

(4)
A 2-piece molecular cluster, C3H7N2O2 overall at a distorted geometry. Source: the Open Molecules 2025 dataset; level of theory: wB97M-V/def2-TZVPD.

Positions of all 14 atoms, in Å:
1 C -0.219454 -0.669109 2.100818
2 C -0.024839 -1.379728 -1.487321
3 C 0.548366 1.806865 0.210262
4 N -0.392331 -0.031432 -1.020106
5 N 0.657269 0.471728 0.009136
6 O -1.346759 -0.908125 1.747994
7 O 0.667071 -0.687866 2.937346
8 H -1.046376 -1.916931 -1.626719
9 H 0.600317 -1.409103 -2.449391
10 H 0.503195 -2.003503 -0.830607
11 H -0.254922 2.242514 1.018402
12 H 1.486210 2.230391 0.663754
13 H 0.190436 2.319354 -0.693734
14 H -1.368183 -0.065054 -0.579835

Forces on atoms 1 to 2 (eV/Å):
0.3211 -0.2725 1.0881
-2.3525 0.4788 -1.7112

HOMO-LUMO gap   6.0276 eV
M   103.1 u
Net charge   -1
Relative energy (zero: lowest compared OMol25 entry of this formula, charge and spin)   89.41 kcal/mol
E   -378.43562 hartree
F_max   4.779 eV/A